Entry 1:
C36H52N4O32S8 | wB97M-V/def2-TZVPD

Positions of all 132 atoms, in Å:
O  -8.269  -19.786  15.125
S  -7.318  -19.167  16.043
O  -6.078  -19.968  16.304
O  -6.899  -17.690  15.571
C  -6.669  -16.819  16.650
C  -7.793  -17.216  17.564
O  -7.916  -18.588  17.500
H  -5.639  -17.025  16.941
H  -6.709  -15.733  16.564
H  -8.701  -16.835  17.097
H  -7.719  -16.821  18.577
O  -5.896  -20.400  4.514
S  -4.661  -20.204  5.366
O  -3.362  -20.427  4.749
O  -4.648  -18.693  6.113
C  -4.035  -18.763  7.407
C  -3.945  -20.247  7.740
O  -4.748  -20.937  6.837
H  -3.033  -18.338  7.359
H  -4.541  -18.302  8.255
H  -4.056  -20.471  8.801
H  -2.944  -20.567  7.451
O  -0.769  -24.793  14.943
S  -2.148  -24.240  14.956
O  -3.193  -24.569  13.920
O  -2.926  -24.249  16.404
C  -2.495  -23.186  17.204
C  -2.596  -21.982  16.113
O  -1.962  -22.596  15.011
H  -3.097  -23.009  18.095
H  -1.435  -23.388  17.355
H  -1.979  -21.118  16.357
H  -3.632  -21.713  15.906
O  -13.199  -20.734  11.905
S  -12.782  -19.668  12.791
O  -13.498  -19.344  14.029
O  -11.185  -19.867  13.150
C  -10.484  -18.604  13.171
C  -11.215  -17.635  12.272
O  -12.512  -18.222  11.952
H  -10.228  -18.276  14.178
H  -9.548  -18.840  12.667
H  -10.700  -17.452  11.329
H  -11.251  -16.629  12.691
O  -11.930  -21.810  18.972
S  -11.564  -22.932  18.118
O  -10.945  -24.187  18.703
O  -12.630  -23.322  16.912
C  -12.634  -22.501  15.784
C  -11.097  -22.329  15.658
O  -10.569  -22.291  16.932
H  -13.209  -22.970  14.985
H  -13.000  -21.556  16.185
H  -10.583  -21.679  14.951
H  -10.803  -23.281  15.216
O  -6.134  -17.444  11.050
S  -6.888  -16.398  11.788
O  -7.877  -16.808  12.817
O  -5.858  -15.345  12.448
C  -5.746  -14.128  11.748
C  -7.118  -14.004  10.967
O  -7.529  -15.315  10.736
H  -5.409  -13.314  12.390
H  -4.906  -14.400  11.108
H  -7.149  -13.433  10.040
H  -7.757  -13.545  11.722
O  -6.428  -26.323  18.078
S  -6.412  -25.099  17.245
O  -6.032  -25.203  15.880
O  -7.711  -24.124  17.471
C  -7.279  -22.776  17.501
C  -6.066  -22.790  18.339
O  -5.436  -23.965  18.110
H  -7.183  -22.508  16.449
H  -8.126  -22.180  17.841
H  -6.239  -22.703  19.412
H  -5.329  -22.051  18.024
O  -8.473  -17.338  8.894
S  -8.502  -18.824  8.944
O  -7.230  -19.506  9.103
O  -9.616  -19.392  9.986
C  -10.784  -20.045  9.335
C  -10.298  -20.391  7.917
O  -9.307  -19.446  7.648
H  -11.165  -20.904  9.887
H  -11.547  -19.267  9.378
H  -11.079  -20.405  7.156
H  -9.857  -21.388  7.914
C  -6.045  -26.223  12.764
C  -5.981  -27.436  13.410
C  -6.787  -28.489  12.954
N  -7.771  -28.306  12.034
C  -7.999  -27.053  11.544
C  -7.127  -25.996  11.840
H  -5.312  -25.446  12.925
H  -5.336  -27.587  14.263
H  -6.702  -29.523  13.257
H  -8.858  -26.976  10.894
H  -7.293  -25.039  11.368
C  -1.540  -18.482  13.485
C  -1.788  -17.171  13.901
C  -3.076  -16.845  14.476
N  -4.027  -17.835  14.689
C  -3.708  -19.112  14.303
C  -2.506  -19.494  13.663
H  -0.636  -18.736  12.952
H  -0.956  -16.494  13.774
H  -3.303  -15.806  14.663
H  -4.541  -19.772  14.494
H  -2.300  -20.474  13.259
C  -6.330  -23.908  8.449
C  -6.785  -22.816  9.192
C  -8.127  -22.804  9.674
N  -9.054  -23.716  9.257
C  -8.576  -24.765  8.476
C  -7.222  -24.936  8.208
H  -5.266  -23.963  8.275
H  -6.065  -22.052  9.450
H  -8.445  -21.978  10.292
H  -9.332  -25.525  8.339
H  -6.886  -25.841  7.724
C  -5.489  -20.887  11.873
C  -6.901  -20.716  12.055
C  -7.576  -21.617  12.974
N  -6.850  -22.480  13.671
C  -5.526  -22.639  13.462
C  -4.793  -21.885  12.546
H  -5.018  -20.148  11.242
H  -7.503  -19.969  11.558
H  -8.655  -21.669  12.988
H  -5.071  -23.266  14.214
H  -3.716  -21.933  12.612

Output
multiplicity: 1
DFT total energy: -7214.72919 Eh
SMILES: O=S1(=O)OCCO1.O=S1(=O)OCCO1.O=S1(=O)OCCO1.O=S1(=O)OCCO1.O=S1(=O)OCCO1.O=S1(=O)OCCO1.O=S1(=O)OCCO1.O=S1(=O)OCCO1.c1ccncc1.c1ccncc1.c1ccncc1.c1ccncc1
HOMO: -8.809 eV
lowest unoccupied orbital energy: -0.37 eV

***

Entry 2:
C4H7N3 | wB97M-V/def2-TZVPD

Positions of all 14 atoms, in Å:
C  1.350  0.325  -1.282
C  -1.243  -0.424  -0.009
C  -0.031  -1.093  0.722
C  0.663  0.937  -0.188
N  2.100  0.079  -2.100
N  -0.827  0.919  -0.420
N  0.872  0.082  1.010
H  -1.677  -0.964  -0.794
H  -1.891  -0.189  0.789
H  -0.393  -1.450  1.682
H  0.498  -1.912  0.214
H  0.972  1.977  -0.082
H  -1.186  1.059  -1.424
H  0.793  0.652  1.880

Output
<S²>: 2.006
multiplicity: 3
DFT total energy: -320.61521 Eh
HOMO (spin up / spin down): -3.650 / -10.679 eV
lowest unoccupied orbital energy (spin up / spin down): 0.71 / -3.82 eV

***

Entry 3:
C42H51I2N4O2P3ReS3 | wB97M-V/def2-TZVPD

Positions of all 108 atoms, in Å:
Re  0.061  -0.685  1.505
C  4.582  -0.410  -2.425
C  3.637  -1.529  -2.020
N  3.665  -1.784  -0.580
C  2.809  -1.318  0.323
S  1.410  -0.366  -0.250
N  3.019  -1.521  1.593
N  2.010  -0.978  2.348
C  2.268  -0.650  3.568
C  3.566  -0.886  4.250
C  1.177  0.082  4.218
C  1.273  0.569  5.506
C  0.212  1.288  6.042
C  -0.909  1.494  5.263
C  -0.938  0.983  3.977
N  0.077  0.292  3.446
H  4.500  -0.217  -3.494
H  4.344  0.510  -1.888
H  5.619  -0.670  -2.211
H  2.610  -1.300  -2.302
H  3.897  -2.462  -2.521
H  4.501  -2.205  -0.197
H  4.217  -1.493  3.632
H  4.057  0.068  4.456
H  3.399  -1.386  5.206
H  2.168  0.392  6.082
H  0.267  1.674  7.051
H  -1.766  2.039  5.631
H  -1.815  1.111  3.362
I  -4.135  -3.754  2.564
C  -2.100  -4.169  2.865
I  -0.963  -2.558  3.686
H  -1.642  -4.420  1.914
H  -1.993  -4.966  3.593
C  -1.580  1.295  -1.133
P  -1.281  1.144  0.663
C  -3.019  1.173  1.218
C  -3.846  2.226  0.809
C  -5.184  2.251  1.164
C  -5.721  1.222  1.927
C  -4.916  0.168  2.328
C  -3.574  0.142  1.972
C  -0.503  2.665  1.298
C  -1.212  3.586  2.071
C  -0.577  4.708  2.585
C  0.771  4.921  2.343
C  1.486  4.008  1.582
C  0.857  2.886  1.066
P  -0.304  1.236  -2.491
C  -1.417  1.686  -3.878
C  -0.938  2.527  -4.884
C  -1.710  2.797  -6.003
C  -2.970  2.232  -6.137
C  -3.452  1.390  -5.147
C  -2.679  1.113  -4.028
C  0.580  2.810  -2.209
C  1.970  2.784  -2.225
C  2.705  3.946  -2.018
C  2.047  5.145  -1.791
C  0.657  5.185  -1.783
C  -0.071  4.027  -1.995
H  -2.169  2.211  -1.233
H  -2.268  0.467  -1.325
H  -3.450  3.041  0.216
H  -5.808  3.073  0.841
H  -6.767  1.241  2.202
H  -5.328  -0.643  2.912
H  -2.972  -0.701  2.286
H  -2.261  3.439  2.284
H  -1.143  5.418  3.175
H  1.262  5.798  2.743
H  2.536  4.172  1.375
H  1.433  2.201  0.461
H  0.040  2.983  -4.793
H  -1.325  3.455  -6.771
H  -3.572  2.448  -7.009
H  -4.433  0.943  -5.243
H  -3.083  0.442  -3.279
H  2.482  1.847  -2.415
H  3.787  3.918  -2.049
H  2.615  6.054  -1.638
H  0.143  6.125  -1.627
H  -1.154  4.078  -2.024
C  -1.427  -2.552  -3.273
C  0.022  -2.949  -3.110
C  0.373  -4.278  -3.739
O  0.448  -2.954  -1.692
P  -0.339  -3.489  -0.438
S  -1.415  -5.053  -0.634
S  -1.541  -1.882  0.272
O  0.784  -3.440  0.690
C  1.799  -4.494  0.952
C  1.228  -5.504  1.922
C  2.327  -5.111  -0.324
H  -1.641  -2.465  -4.339
H  -1.617  -1.581  -2.814
H  -2.102  -3.296  -2.852
H  0.652  -2.159  -3.520
H  -0.262  -5.074  -3.354
H  1.416  -4.533  -3.552
H  0.228  -4.211  -4.818
H  2.586  -3.915  1.435
H  0.419  -6.074  1.467
H  0.865  -5.013  2.826
H  2.016  -6.200  2.214
H  1.565  -5.709  -0.825
H  3.156  -5.771  -0.067
H  2.692  -4.349  -1.012

Output
total charge: +2
<S²>: 0.759
multiplicity: 2
DFT total energy: -4892.50712 Eh
HOMO (spin up / spin down): -12.519 / -12.516 eV
lowest unoccupied orbital energy (spin up / spin down): -6.87 / -7.08 eV